4 unconnected molecules or ions with the total composition C33H60FN4O13PS in a non-equilibrium geometry. Source: OMol25; level of theory: ωB97M-V/def2-TZVPD.

## Properties
HOMO-LUMO gap, eV: 9.0
Electronic energy, a.u.: -3330.1084
SMILES string: [H]/N=C(/N)NCCCC[C@@H]1OC(=O)[C@@](CCF)(P(O)(O)=S)[C@]1(N)CCCCCCCCCCCCC.O=C1OCCO1.O=C1OCCO1.O=C1OCCO1
E_HOMO, Eh: -0.324

Last column: Mulliken charge in e.
Geometry (Å):
H: -4.75 1.25 -3.72  0.259
N: -4.13 0.66 -4.26  -0.809
C: -3.00 1.22 -4.42  0.744
N: -2.05 0.68 -5.29  -0.577
N: -2.58 2.42 -3.83  -0.236
C: -2.80 2.57 -2.38  -0.298
C: -1.60 3.29 -1.76  -1.831
C: -0.40 2.34 -1.58  0.457
C: 0.08 2.10 -0.15  0.455
C: -0.87 1.23 0.65  1.404
O: -2.07 1.97 0.95  -0.491
C: -2.14 2.15 2.31  -1.162
O: -2.40 3.17 2.79  -0.518
C: -1.67 0.85 2.93  1.694
C: -1.40 0.90 4.44  -0.840
C: -2.55 0.83 5.43  -0.616
F: -3.34 1.97 5.36  -0.293
P: -3.04 -0.34 2.54  0.614
O: -2.67 -1.66 3.39  -0.601
O: -2.80 -0.89 1.04  -0.600
S: -4.80 0.33 2.85  -0.377
C: -0.36 0.66 2.02  2.043
N: 0.06 -0.73 1.86  0.382
C: 0.82 1.42 2.68  -2.516
C: 2.18 1.67 1.99  -0.805
C: 2.96 0.43 1.51  -1.448
C: 3.19 0.31 -0.01  -1.271
C: 2.36 -0.77 -0.72  0.116
C: 2.00 -0.41 -2.17  -0.018
C: 0.91 -1.28 -2.78  -1.215
C: -0.45 -1.18 -2.08  3.246
C: -1.42 -2.36 -2.31  -1.731
C: -1.85 -3.03 -1.01  0.051
C: -0.71 -3.62 -0.18  0.414
C: -0.06 -4.87 -0.79  -0.528
C: 0.73 -5.66 0.25  -1.395
H: -1.16 0.48 -4.85  0.213
H: -2.43 -0.15 -5.74  0.337
H: -1.63 2.62 -4.10  0.103
H: -2.89 1.57 -1.94  0.233
H: -3.73 3.10 -2.19  0.324
H: -1.91 3.74 -0.81  0.425
H: -1.31 4.11 -2.43  0.517
H: -0.64 1.37 -2.03  -0.728
H: 0.44 2.75 -2.15  0.271
H: 1.03 1.54 -0.21  -1.489
H: 0.30 3.05 0.35  0.518
H: -1.13 0.39 0.01  -0.276
H: -0.75 0.05 4.70  0.341
H: -0.83 1.81 4.65  0.365
H: -2.13 0.79 6.44  0.399
H: -3.19 -0.04 5.28  0.242
H: -1.83 -2.07 3.14  0.326
H: -3.43 -0.44 0.45  0.286
H: -0.01 -1.26 2.72  0.610
H: -0.38 -1.21 1.09  -0.931
H: 1.06 0.82 3.57  0.425
H: 0.45 2.39 3.03  0.372
H: 2.11 2.39 1.17  0.769
H: 2.78 2.16 2.75  0.419
H: 3.95 0.46 1.99  0.480
H: 2.47 -0.48 1.88  0.808
H: 3.05 1.28 -0.49  0.371
H: 4.25 0.08 -0.15  0.655
H: 2.94 -1.70 -0.76  0.822
H: 1.47 -0.98 -0.12  -0.466
H: 1.74 0.65 -2.26  -0.691
H: 2.92 -0.54 -2.76  0.685
H: 0.76 -0.98 -3.82  0.363
H: 1.25 -2.33 -2.80  0.417
H: -0.30 -1.08 -1.00  -1.443
H: -0.94 -0.25 -2.40  -0.767
H: -0.95 -3.09 -2.98  0.554
H: -2.32 -1.99 -2.82  0.435
H: -2.40 -2.29 -0.41  -0.569
H: -2.55 -3.84 -1.23  0.764
H: 0.07 -2.88 0.02  -0.090
H: -1.12 -3.90 0.81  0.241
H: 0.63 -4.58 -1.59  0.392
H: -0.84 -5.51 -1.22  0.350
H: 1.55 -5.06 0.66  0.325
H: 1.18 -6.56 -0.19  0.401
H: 0.08 -5.99 1.06  0.213
O: -2.67 -6.18 0.56  -0.473
C: -3.31 -6.00 1.55  0.627
O: -2.82 -5.48 2.70  -0.289
C: -3.92 -5.19 3.57  -0.112
C: -5.00 -6.13 3.05  -0.368
O: -4.62 -6.28 1.68  -0.350
H: -3.63 -5.37 4.60  0.318
H: -4.19 -4.14 3.44  0.078
H: -4.96 -7.11 3.53  0.249
H: -6.00 -5.73 3.11  0.310
O: 4.55 3.18 0.18  -0.529
C: 5.31 3.16 1.09  0.700
O: 6.36 2.31 1.20  -0.313
C: 7.17 2.72 2.31  -0.364
C: 6.18 3.50 3.15  -0.305
O: 5.25 3.97 2.17  -0.314
H: 7.57 1.84 2.80  0.292
H: 7.98 3.34 1.93  0.294
H: 5.64 2.87 3.86  0.240
H: 6.61 4.35 3.67  0.312
O: 0.45 5.82 -4.15  -0.521
C: 1.29 5.04 -4.44  0.608
O: 1.18 3.69 -4.28  -0.207
C: 2.27 3.05 -4.94  -0.087
C: 3.31 4.16 -4.98  -0.367
O: 2.49 5.34 -4.98  -0.370
H: 2.58 2.18 -4.36  0.109
H: 1.95 2.74 -5.93  0.244
H: 3.93 4.17 -4.08  0.243
H: 3.93 4.15 -5.87  0.320